Molecular formula: C19H66F3O17
Method: DFT, ωB97M-V/def2-TZVPD

Each line ends with the Mulliken charge.
Element x y z (Å)
1 C 2.67810 -0.47963 -1.70156  -0.45
2 C 1.14798 -0.47684 -1.94991  -0.64
3 O 0.59020 -0.26970 -0.60567  0.74
4 C -0.77728 -0.11359 -0.57564  0.62
5 O -1.15631 -0.02008 0.75985  1.93
6 C -1.54208 1.03873 -1.30123  -1.28
7 F -0.89607 2.16533 -1.10831  0.03
8 F -1.77219 0.89614 -2.62030  -0.31
9 F -2.83963 1.11919 -0.83082  0.13
10 H 3.05019 0.54053 -1.40820  -0.07
11 H 3.07237 -0.91549 -2.68148  0.47
12 H 2.93570 -1.15633 -0.92795  -0.24
13 H 0.78796 -1.32903 -2.50363  0.37
14 H 1.01362 0.47406 -2.53485  0.26
15 H -1.18371 -1.11792 -0.83271  0.20
16 C -1.15925 -0.32868 4.23128  -0.13
17 O -0.39665 -0.19032 5.37209  -0.65
18 H -0.59426 -0.93816 3.56018  -0.07
19 H -1.28149 0.61388 3.65872  0.18
20 H -2.04546 -0.80287 4.53136  0.30
21 H 0.39830 0.24920 5.01028  0.37
22 C 4.24383 -1.91076 1.82917  0.25
23 O 5.20839 -1.88247 2.87849  -0.66
24 H 3.68567 -2.78032 1.85794  0.29
25 H 4.80818 -1.73601 0.85584  -0.11
26 H 3.62633 -0.97134 1.99267  -0.02
27 H 5.71427 -1.14210 2.68784  0.31
28 C 1.93092 1.08118 1.67919  -0.17
29 O 1.04852 0.12687 2.29112  -0.73
30 H 2.06834 0.88952 0.61720  -0.31
31 H 2.86776 1.11934 2.30075  0.31
32 H 1.52103 2.07278 1.76313  0.60
33 H 0.30433 -0.06471 1.72463  -0.36
34 C 1.89277 3.44548 -0.81705  -0.34
35 O 2.35482 4.03250 0.35800  -0.58
36 H 2.80899 3.11958 -1.38098  0.35
37 H 1.23389 4.14786 -1.36640  0.38
38 H 1.34898 2.54847 -0.63382  -0.04
39 H 1.54589 4.36355 0.75389  0.35
40 C -0.18072 -2.97890 1.39860  -0.38
41 O 1.11030 -2.47897 1.00395  -0.22
42 H -0.99016 -2.77858 0.74081  0.02
43 H -0.48450 -2.53942 2.35646  0.05
44 H -0.20566 -3.98827 1.69213  0.64
45 H 0.87523 -1.66612 0.68723  -0.32
46 C 1.96936 -4.12234 -1.38050  -0.59
47 O 2.84693 -4.00146 -0.23225  -0.61
48 H 2.45421 -4.45868 -2.25805  0.43
49 H 1.48233 -3.15715 -1.44406  0.11
50 H 1.33943 -5.01907 -1.10021  0.26
51 H 2.37389 -3.53329 0.39559  0.33
52 C -3.34958 -2.36564 1.79010  -0.69
53 O -3.20961 -1.94408 0.46367  -0.39
54 H -4.37308 -2.50536 2.27473  0.24
55 H -2.78954 -1.67757 2.31810  0.09
56 H -2.92724 -3.40372 1.96368  0.22
57 H -2.68043 -1.13010 0.47509  -0.49
58 C -4.10499 -0.93757 -2.64022  -0.05
59 O -4.56883 -2.26209 -2.66607  -0.59
60 H -3.92061 -0.68662 -3.72744  0.28
61 H -3.12931 -0.98798 -2.19999  -0.46
62 H -4.81597 -0.21232 -2.21855  0.41
63 H -5.10985 -2.31392 -1.90040  0.36
64 C 5.00989 1.69327 0.31549  0.01
65 O 5.71433 1.62395 1.57146  -0.56
66 H 5.73301 2.07066 -0.41794  0.36
67 H 4.11508 2.30124 0.39811  0.01
68 H 4.84059 0.66711 0.00757  -0.14
69 H 5.51631 2.45789 2.07801  0.32
70 C -5.07526 0.49583 0.65419  0.02
71 O -6.20786 0.40603 1.53071  -0.67
72 H -4.10615 0.59254 1.13307  -0.02
73 H -5.25726 1.38525 0.09419  0.17
74 H -5.13804 -0.25381 -0.11288  0.15
75 H -6.02456 -0.05803 2.39644  0.35
76 C -1.65425 -3.21557 -2.98428  -0.52
77 O -1.87169 -3.51504 -1.64938  -0.49
78 H -2.23199 -3.71855 -3.67793  0.34
79 H -0.64094 -3.35378 -3.27317  0.30
80 H -1.72132 -2.11894 -3.10891  0.05
81 H -2.73807 -3.17189 -1.46008  0.31
82 C -4.16461 3.48879 -2.17327  -0.80
83 O -3.77002 3.45935 -0.84923  -0.66
84 H -3.25403 3.42731 -2.68189  0.28
85 H -4.81880 4.32964 -2.41117  0.29
86 H -4.72458 2.58034 -2.33686  0.28
87 H -3.31105 2.64913 -0.76071  0.45
88 C -1.14982 5.72343 -1.14314  -0.03
89 O -0.59456 6.91828 -1.79952  -0.59
90 H -2.21858 5.67979 -1.27150  0.25
91 H -0.83192 5.71822 -0.06399  0.21
92 H -0.82291 4.79652 -1.54943  -0.11
93 H 0.17088 7.23970 -1.28873  0.31
94 C -1.42016 3.10054 1.56013  -0.49
95 O -2.12641 2.04603 2.01681  -0.64
96 H -2.07882 3.70017 0.89598  0.13
97 H -0.51111 2.72877 1.10339  0.08
98 H -1.16652 3.87613 2.29481  0.41
99 H -1.82302 1.28709 1.51104  -0.24
100 C 6.10629 -3.69839 -0.83967  -0.62
101 O 5.20064 -2.76843 -1.44566  -0.49
102 H 5.73361 -4.69905 -1.05595  0.22
103 H 5.92296 -3.59027 0.23612  0.23
104 H 7.13018 -3.60252 -1.15309  0.27
105 H 4.40598 -2.94737 -1.01464  0.32

Computed properties:
LUMO energy = 2.24 eV
total charge = -1
electronic energy = -2341.8916 a.u.
maximum force = 4.91 eV/Å
energy above the lowest of the compared OMol25 structures with the same formula, charge and spin = 66.8 kcal/mol
highest occupied orbital energy = -6.70 eV